Formula: C25H55F6O19SV2
Source: OMol25
Level of theory: the ωB97M-V functional and the def2-TZVPD basis

```
108
Properties=species:S:1:pos:R:3:forces:R:3:mulliken_charge:R:1
O -4.65562 3.50103 0.80351 2.0 1.6 0.1 -0.53
V -3.12604 4.00125 0.84766 -0.6 -2.9 -1.2 1.16
O -2.61595 4.21260 -0.63517 -0.7 0.4 0.9 -0.57
O -3.29534 -0.55570 -3.13549 2.0 0.5 0.0 -0.52
V -1.74621 -0.46810 -2.73719 -1.5 -0.9 2.0 1.60
O -1.07515 0.79484 -3.36281 -0.2 -0.2 -0.5 -0.69
C -1.77992 -0.42492 1.86264 -0.4 0.8 -1.6 0.43
F -3.05388 -0.72736 2.01315 -0.1 0.0 0.1 -0.17
F -1.29627 0.05385 2.99049 0.2 0.0 0.3 -0.17
F -1.10285 -1.49118 1.47165 0.2 -0.3 0.3 -0.20
S -1.57538 0.85997 0.47664 1.4 1.2 0.7 -0.04
O -0.19771 1.29454 0.57814 -0.9 -0.5 0.0 -0.47
O -1.90227 0.14536 -0.74577 -0.7 -0.5 -0.5 -0.02
O -2.54275 1.91342 0.80082 -0.1 -0.1 0.2 -0.02
C -3.05034 -3.66402 -2.83061 -0.3 -0.1 1.2 -0.87
O -1.92841 -2.83939 -2.47956 0.2 0.7 -0.9 -0.25
C -1.24585 -3.27691 -1.31288 0.3 0.1 0.7 -0.53
C 0.17623 -2.77114 -1.41017 -0.1 -0.2 0.4 0.01
O 0.09905 -1.37200 -1.68044 -0.9 0.6 -0.6 0.47
C 1.27466 -0.62307 -1.36538 0.4 -0.4 0.0 -0.36
H -3.70248 -3.66858 -1.95132 -0.1 -0.2 -0.1 0.24
H -2.67786 -4.67216 -3.00831 -0.1 0.0 -0.2 0.34
H -3.64231 -3.28246 -3.65509 0.5 0.3 -0.2 0.34
H -1.32135 -4.34801 -1.11999 0.3 -0.2 -0.7 0.52
H -1.71871 -2.87122 -0.41441 -0.2 0.4 -0.1 -0.12
H 0.77157 -3.25764 -2.18473 0.0 -0.1 0.1 0.43
H 0.64661 -2.88220 -0.42974 0.2 -0.3 -0.1 0.07
H 1.08578 0.42869 -1.54369 -0.1 0.0 -0.2 -0.14
H 2.09767 -1.00271 -1.97197 0.0 0.2 -0.1 0.02
H 1.55233 -0.74975 -0.31742 -0.2 -0.1 0.1 0.39
C 2.93577 5.03490 -2.39062 -0.3 -0.5 -0.2 -0.91
O 2.34256 3.92492 -1.72867 0.3 -0.2 -0.3 -0.19
C 0.93426 3.89029 -1.76773 0.2 -0.3 0.5 1.35
C 0.23506 3.84113 -3.11195 -0.7 0.5 -0.1 -0.68
O 0.13786 5.10690 -3.74616 0.0 0.1 -0.3 -0.44
C -0.95836 5.90197 -3.33526 0.5 -0.1 0.1 -0.07
H 4.01020 4.86425 -2.40597 0.0 0.1 0.3 0.22
H 2.67697 5.96207 -1.87177 0.1 0.1 -0.1 0.33
H 2.60302 5.07708 -3.42901 -0.1 0.2 0.0 0.35
H 0.55508 4.72859 -1.16641 -0.2 0.1 -0.3 -0.38
H 0.65975 2.98632 -1.21526 0.0 0.0 0.0 -0.52
H -0.77845 3.47381 -2.90486 0.0 -0.1 -0.1 0.39
H 0.67565 3.17953 -3.85801 0.3 -0.2 0.3 0.34
H -0.73801 6.90367 -3.69432 -0.1 0.1 0.2 0.30
H -1.02122 5.88030 -2.24467 -0.2 0.3 0.0 -0.25
H -1.91831 5.59242 -3.75425 0.0 -0.3 -0.1 0.26
C 3.90731 -3.30281 -1.57683 0.1 -0.5 -0.1 -0.76
O 3.14698 -4.50607 -1.59243 -0.7 0.6 0.2 -0.36
C 3.35132 -5.27464 -0.43651 1.1 -0.9 0.4 -0.78
C 2.38975 -5.11871 0.72787 0.1 -0.3 -1.4 -0.32
O 1.09723 -5.52095 0.28686 0.3 1.2 0.5 -0.33
C 0.15234 -5.31694 1.31061 -0.8 -1.5 0.2 -0.69
H 4.92812 -3.57603 -1.85606 0.2 0.4 0.1 0.36
H 3.88608 -2.81332 -0.59951 0.1 0.0 0.0 0.36
H 3.51070 -2.60472 -2.31153 -0.1 -0.2 -0.1 0.20
H 4.36825 -5.11231 -0.04951 0.0 0.3 0.1 0.45
H 3.40073 -6.33212 -0.70837 -0.5 0.0 -0.3 0.40
H 2.41251 -4.08087 1.07781 -0.3 0.0 0.3 0.21
H 2.73027 -5.81892 1.49547 0.1 0.3 0.3 0.47
H -0.77036 -5.75324 0.92136 -0.1 0.3 0.1 0.09
H -0.04453 -4.30034 1.66968 0.4 0.2 -0.4 0.24
H 0.41270 -5.92711 2.18698 0.1 0.2 0.1 0.50
C 2.88843 2.66298 1.82679 -0.4 0.2 0.3 -0.25
O 4.27944 2.76215 1.75344 0.3 0.0 -0.2 -0.44
C 4.68559 3.19869 0.46483 -1.0 -0.5 0.1 -0.20
C 6.16965 3.27595 0.32350 0.6 0.1 -0.1 -0.64
O 6.77434 2.03006 0.58457 -0.4 -0.4 -0.2 -0.30
C 8.17239 2.08789 0.47028 0.3 0.7 -0.1 -0.77
H 2.62576 2.25091 2.80143 0.1 -0.1 0.0 0.33
H 2.43234 2.04067 1.04772 0.2 -0.1 -0.1 0.01
H 2.41381 3.65437 1.75172 0.0 0.1 -0.1 0.20
H 4.17721 4.14065 0.22433 0.4 0.3 0.1 0.23
H 4.25281 2.51280 -0.27618 0.3 -0.2 -0.1 0.23
H 6.63852 4.03880 0.95632 -0.3 0.1 0.2 0.39
H 6.37104 3.55731 -0.72011 0.0 0.1 0.0 0.32
H 8.48374 2.70723 -0.38150 -0.1 -0.1 -0.1 0.31
H 8.59145 1.09658 0.32687 -0.2 -0.1 0.2 0.24
H 8.60936 2.56808 1.35352 0.1 -0.2 0.1 0.30
C -0.45516 6.05386 0.91463 -0.6 0.0 -0.3 -0.73
O -1.10618 4.92558 1.51399 -0.8 -0.3 0.3 0.15
C -0.74611 4.67390 2.87686 1.6 0.5 -0.3 -0.61
C -1.39048 3.37067 3.28049 1.0 1.0 0.5 0.15
O -2.74944 3.59502 2.94420 -0.7 -0.4 -0.4 -0.21
C -3.69379 2.85777 3.73158 -0.4 -0.3 0.7 -0.86
H 0.60064 5.87926 0.70702 0.0 -0.2 0.3 0.26
H -0.60679 6.92447 1.55473 0.1 0.1 -0.1 0.38
H -0.97299 6.16563 -0.03721 0.1 0.3 0.1 0.00
H -0.99410 5.52443 3.52124 -0.6 -0.1 -0.1 0.41
H 0.35121 4.66237 2.90340 -0.1 -0.5 0.1 0.36
H -1.23824 3.22618 4.35352 -0.4 0.1 0.0 0.55
H -0.91748 2.51721 2.79260 -0.4 0.0 -0.4 -0.25
H -3.70352 3.28341 4.73704 0.1 -0.1 0.0 0.34
H -3.43762 1.79836 3.77625 0.2 0.1 -0.1 0.28
H -4.69741 2.93524 3.32391 0.2 0.2 -0.3 0.29
C -6.53664 -7.67854 0.07583 -0.6 -0.5 -0.7 -1.23
C -5.08975 -7.31507 0.30623 -0.8 0.1 -0.3 -0.12
O -5.04990 -6.25183 1.29138 -0.3 -0.3 0.4 -0.27
C -4.16739 -5.30163 1.16351 0.0 -0.3 -0.1 0.35
O -3.31281 -5.21706 0.32998 0.4 0.2 -0.3 -0.49
C -4.31555 -4.23756 2.26636 -0.1 0.0 -0.1 0.96
F -5.49521 -4.23094 2.86032 -0.4 -0.1 0.0 -0.25
F -3.39333 -4.44545 3.20526 0.4 0.0 0.1 -0.26
F -4.11974 -3.03654 1.71971 0.1 0.1 0.0 -0.23
H -7.21871 -6.82952 0.04719 0.3 0.2 0.1 0.34
H -6.96330 -8.42346 0.74631 0.3 0.2 0.3 0.32
H -6.59919 -8.12395 -0.92267 0.0 0.0 0.1 0.37
H -4.68173 -6.94724 -0.63180 0.4 0.0 0.2 0.23
H -4.54769 -8.18579 0.66715 0.3 0.2 0.1 0.30
```
Positions in Å, forces in eV/Å.

Kohn-Sham gap	7.0	eV
relative energy (zero: lowest compared OMol25 entry of this formula, charge and spin)	0.0000	eV
total charge	+1